Formula: C2H2NO
Source: the OMol25 dataset
Level of theory: ωB97M-V/def2-TZVPD

The value obtained for the total energy is -207.35004 hartree. The frontier orbital gap comes out at 6.6658 eV. Its total charge is -1.

```
6
Properties=species:S:1:pos:R:3:forces:R:3
C -0.841 -0.444 0.193 0.4 0.1 -0.7
C 1.282 0.839 0.231 0.1 0.1 -0.6
N 0.330 0.055 -0.092 0.8 0.0 0.2
O -1.891 0.133 -0.125 -1.1 -0.4 0.5
H -0.759 -1.504 0.523 -0.5 0.1 0.1
H 1.878 0.921 -0.730 0.3 0.1 0.4
```
Forces are in eV/Å.